This record from the Open Molecules 2025 dataset describes a molecular structure, C33H49BClI2N8O2PRb. The level of theory is wB97M-V/def2-TZVPD.

Last column: Mulliken spin population.
Atoms and positions in Å:
1 Rb 1.0366 -1.4295 -0.2794  0.005
2 C 5.4605 1.0021 0.8231  0.000
3 C 4.4631 0.6495 -0.1014  0.000
4 N 3.4480 0.0451 0.4906  0.004
5 N 3.7583 -0.0003 1.8038  -0.003
6 C 4.9702 0.5613 2.0267  0.002
7 B 2.8629 -0.6738 2.8324  0.002
8 N 1.4698 -0.0230 2.9529  -0.003
9 C 0.6504 -0.0878 4.0275  -0.001
10 C -0.4599 0.6782 3.7712  0.000
11 C -0.2215 1.1885 2.4837  -0.001
12 N 0.9295 0.7589 1.9894  -0.002
13 N 2.7261 -2.2056 2.4757  0.016
14 C 2.0771 -3.1162 3.2455  0.218
15 C 2.4546 -4.4101 2.7679  0.188
16 C 3.2425 -4.1512 1.6884  -0.036
17 N 3.4097 -2.8012 1.5199  0.418
18 N 3.5094 -0.6384 4.2212  -0.007
19 C 3.6117 0.4294 5.0464  0.000
20 C 4.4207 0.0727 6.0973  0.002
21 C 4.7748 -1.2617 5.8187  0.003
22 N 4.2315 -1.6815 4.6887  0.007
23 H 6.3969 1.4987 0.6394  0.000
24 H 4.4457 0.8080 -1.1692  0.000
25 H 5.3929 0.5987 3.0166  0.000
26 H 0.9243 -0.6463 4.9073  0.000
27 H -1.2983 0.8567 4.4218  0.000
28 H -0.8335 1.8652 1.9055  0.000
29 H 1.6115 -2.8442 4.1746  -0.015
30 H 2.1442 -5.3609 3.1636  0.002
31 H 3.7051 -4.8220 0.9856  -0.005
32 H 3.1030 1.3527 4.8206  0.000
33 H 4.7055 0.6785 6.9398  0.000
34 H 5.3958 -1.9300 6.3939  0.000
35 I 2.2572 -4.7626 -2.0838  0.001
36 C 0.1654 -4.9277 -2.3863  0.000
37 I -0.6875 -3.1701 -3.2039  0.000
38 H -0.2904 -5.0774 -1.4144  0.000
39 H -0.0067 -5.7490 -3.0691  0.000
40 Cl -0.0178 -6.5645 1.3669  0.000
41 C -0.6107 -5.1450 2.2686  0.003
42 C -0.2857 -3.8399 1.5446  -0.007
43 O -0.5646 -3.7431 0.3501  0.049
44 O 0.1920 -2.8882 2.2580  0.164
45 H -0.1792 -5.1634 3.2634  -0.001
46 H -1.6927 -5.2358 2.3401  -0.002
47 C -3.4476 1.8189 -5.6637  0.000
48 C -4.1959 0.9029 -4.6816  0.000
49 C -3.2504 0.2887 -3.6365  0.000
50 C -2.1259 1.2669 -3.2859  0.000
51 C -1.2310 1.4806 -4.5278  0.000
52 C -2.0146 1.3325 -5.8422  0.000
53 P -1.1093 0.6418 -1.8730  0.000
54 C -0.1246 2.1062 -1.2819  0.000
55 C 1.2227 2.2007 -2.0182  0.000
56 C 1.9931 3.4153 -1.5103  0.000
57 C 1.2738 4.7265 -1.8831  0.000
58 C -0.2161 4.5012 -2.1624  0.000
59 C -0.8229 3.4878 -1.1945  0.000
60 C -2.2731 0.4009 -0.4385  -0.002
61 C -3.4155 1.4184 -0.2449  0.000
62 C -4.5511 0.8423 0.6136  0.000
63 C -3.9763 -0.0427 1.7145  0.000
64 C -3.3102 -1.2904 1.1065  -0.001
65 C -2.8072 -1.0348 -0.3227  0.000
66 H -3.4280 2.8437 -5.2803  0.000
67 H -3.9717 1.8564 -6.6200  0.000
68 H -4.6945 0.0997 -5.2291  0.000
69 H -4.9808 1.4705 -4.1756  0.000
70 H -2.8049 -0.6340 -4.0244  0.000
71 H -3.8197 0.0033 -2.7520  0.000
72 H -2.5861 2.2216 -3.0095  0.000
73 H -0.4027 0.7652 -4.5148  0.000
74 H -0.7856 2.4763 -4.4844  0.000
75 H -2.0316 0.2829 -6.1507  0.000
76 H -1.5080 1.8807 -6.6381  0.000
77 H 0.1373 1.7963 -0.2628  0.000
78 H 1.0830 2.2691 -3.1010  0.000
79 H 1.7985 1.2900 -1.8331  0.000
80 H 3.0129 3.4180 -1.8993  0.000
81 H 2.0792 3.3244 -0.4234  0.000
82 H 1.7387 5.1748 -2.7642  0.000
83 H 1.3881 5.4494 -1.0719  0.000
84 H -0.3501 4.1423 -3.1861  0.000
85 H -0.7573 5.4476 -2.1003  0.000
86 H -1.8940 3.4041 -1.3798  0.000
87 H -0.7232 3.8761 -0.1754  0.000
88 H -1.5760 0.5106 0.4009  0.002
89 H -3.8158 1.7442 -1.2085  0.000
90 H -3.0208 2.3117 0.2462  0.000
91 H -5.2281 0.2466 -0.0067  0.000
92 H -5.1483 1.6562 1.0293  0.000
93 H -4.7499 -0.3335 2.4271  0.000
94 H -3.2361 0.5345 2.2786  0.000
95 H -4.0150 -2.1255 1.0928  0.000
96 H -2.4683 -1.5975 1.7337  0.001
97 H -3.6172 -1.1912 -1.0399  0.000
98 H -2.0402 -1.7714 -0.5689  0.000

Values from the calculation:
ΔE to the lowest compared entry with this formula, charge and spin: 12.7 kcal/mol
HOMO level (spin up / spin down): -8.274 / -8.274 eV
Energy: -90378.97713 eV
Spin multiplicity: 2
Frontier orbital gap (spin up / spin down): 8.3 / 5.6 eV

***

This record from the Open Molecules 2025 dataset describes 2 unconnected molecules or ions with the total composition C9H9F4NO2. The level of theory is wB97M-V/def2-TZVPD.

Last column: Mulliken charge in e.
Atoms and positions in Å:
1 O 3.2673 2.7792 -1.0070  -0.527
2 C 2.1207 2.3944 -0.7532  0.381
3 C 1.5695 2.4093 0.6156  0.330
4 F 2.3627 2.9474 1.5741  -0.262
5 C 0.2916 2.0665 0.8698  0.127
6 F -0.2140 2.0935 2.1208  -0.303
7 C -0.6761 1.7980 -0.1916  0.862
8 O -1.9099 1.8600 0.0013  -0.593
9 C -0.1038 1.6617 -1.5291  0.127
10 F -0.9753 1.3140 -2.4991  -0.303
11 C 1.1698 1.9999 -1.8104  0.329
12 F 1.5946 2.1606 -3.0875  -0.262
13 C -0.7376 -2.7490 -0.7097  -1.416
14 C -0.4254 -1.7050 0.3561  0.847
15 C -0.3337 -2.3352 1.7430  -1.413
16 N -1.2761 -0.6034 0.3119  -0.611
17 H 0.1245 -3.4214 -0.8057  0.364
18 H -1.6203 -3.3362 -0.4381  0.350
19 H -0.9116 -2.2862 -1.6843  0.377
20 H 0.5887 -1.3100 0.1240  0.085
21 H 0.5503 -2.9868 1.7752  0.364
22 H -0.2190 -1.5760 2.5228  0.375
23 H -1.2258 -2.9318 1.9635  0.350
24 H -1.3687 0.0187 1.1019  0.211
25 H -1.6424 -0.2621 -0.5646  0.211

Values from the calculation:
ΔE to the lowest compared entry with this formula, charge and spin: 0.0 kcal/mol
HOMO level: -9.147 eV
Energy: -25931.11622 eV
Frontier orbital gap: 6.6 eV

***

Which of these has the highest energy?
C9H9F4NO2

***

Which of these has the highest energy?
C9H9F4NO2

***

Which of these has the highest energy?
C9H9F4NO2

***

What is the ΔE to the lowest compared entry with this formula, charge and spin in the second record?
0.0 kcal/mol